(1)
The following is a quantum chemistry calculation of C40H38Br4FN4O3S2Y as an isolated structure, from OMol25.

Computed properties:
2S+1: 1
Energy above the lowest of the compared OMol25 structures with the same formula, charge and spin: 219.8 kJ/mol
Molecular weight: 1114.4 g/mol
Charge: -2
LUMO: 0.1273 Ha

Geometry as XYZ:
```
93
Properties=species:S:1:pos:R:3:mulliken_charge:R:1
Y 0.997 1.030 0.425 0.834
N 1.889 -2.083 -1.294 0.254
C 1.451 -0.978 -2.127 0.116
C 1.833 -1.064 -3.441 -1.164
C 1.335 -0.037 -4.323 -0.611
C 0.414 0.832 -3.878 -1.494
C -0.284 0.698 -2.542 1.020
N 0.652 -0.068 -1.570 0.952
C 2.556 -2.056 -0.126 0.520
C 3.074 -3.277 0.389 -0.966
C 3.781 -3.265 1.558 -0.358
C 3.994 -2.053 2.224 -1.149
C 3.447 -0.919 1.669 -0.374
N 2.722 -0.905 0.537 0.213
H 1.934 -2.955 -1.794 0.378
H 2.507 -1.846 -3.770 0.372
H 1.715 0.034 -5.338 0.298
H 0.039 1.618 -4.527 0.411
H -0.336 1.713 -2.125 0.309
H 2.899 -4.195 -0.158 0.364
H 4.179 -4.193 1.955 0.382
H 4.561 -1.989 3.142 0.458
H 3.580 0.057 2.119 0.722
Br 4.058 7.490 -0.564 -0.246
C 3.717 5.731 0.067 0.304
C 4.401 5.233 1.156 0.079
Br 5.693 6.284 2.066 -0.245
C 4.131 3.923 1.593 -0.235
Br 5.047 3.153 3.075 -0.235
C 3.208 3.098 0.963 0.091
O 2.951 1.878 1.315 0.003
C 2.465 3.639 -0.158 0.114
O 1.588 2.872 -0.720 -0.628
C 2.758 4.934 -0.585 -0.331
Br 1.754 5.565 -2.059 -0.174
F 0.308 2.408 2.010 -0.716
C -2.570 2.980 2.119 -1.078
S -1.870 2.786 0.489 0.623
C -3.383 2.833 -0.453 -1.087
O -1.459 1.337 0.397 -0.375
H -3.317 2.203 2.287 0.287
H -3.015 3.973 2.199 0.465
H -1.721 2.881 2.792 0.209
H -3.897 3.775 -0.254 0.455
H -3.997 1.973 -0.186 0.327
H -3.105 2.767 -1.504 0.266
N 0.069 -0.862 1.756 -0.418
S -0.878 -0.557 2.997 0.835
C 0.304 -0.226 4.310 0.507
C 1.351 0.650 4.058 -0.292
C 2.251 0.935 5.080 -0.897
C 2.099 0.370 6.336 -0.522
C 1.035 -0.486 6.583 -0.703
C 0.134 -0.787 5.572 -0.704
C -1.470 -2.164 3.569 -0.333
C -0.688 -3.286 3.346 -0.210
C -1.160 -4.520 3.764 -0.664
C -2.400 -4.620 4.385 -0.371
C -3.182 -3.491 4.583 -0.614
C -2.716 -2.249 4.166 -0.040
H -0.540 -1.048 0.946 -0.035
H 1.491 1.173 3.121 0.910
H 3.065 1.615 4.857 0.338
H 2.807 0.598 7.124 0.383
H 0.907 -0.934 7.561 0.376
H -0.680 -1.468 5.774 0.393
H 0.261 -3.169 2.832 0.438
H -0.563 -5.408 3.596 0.400
H -2.764 -5.589 4.703 0.354
H -4.156 -3.573 5.047 0.384
H -3.315 -1.356 4.296 0.423
C -1.433 -2.240 -3.191 -2.355
C -2.234 -0.946 -3.395 3.522
C -3.647 -1.241 -2.850 -2.127
C -1.683 0.218 -2.610 -1.133
C -2.355 -0.654 -4.909 0.294
C -1.452 -1.155 -5.851 -0.010
C -1.518 -0.791 -7.192 -0.855
C -2.503 0.070 -7.646 -0.399
C -3.420 0.572 -6.727 -0.747
C -3.336 0.219 -5.391 -0.383
H -1.425 -2.468 -2.123 0.288
H -0.395 -2.143 -3.504 0.304
H -1.888 -3.079 -3.737 0.471
H -3.546 -1.600 -1.825 0.384
H -4.174 -1.992 -3.456 0.405
H -4.263 -0.339 -2.816 0.333
H -2.446 0.944 -2.340 -0.870
H -0.664 -1.821 -5.530 0.281
H -0.782 -1.188 -7.884 0.356
H -2.552 0.357 -8.690 0.358
H -4.200 1.254 -7.051 0.344
H -4.034 0.660 -4.690 0.241
```

(2)
The following is a quantum chemistry calculation of C7H10N2O2S2 as an isolated structure, from OMol25.

Computed properties:
2S+1: 1
Energy above the lowest of the compared OMol25 structures with the same formula, charge and spin: 139.8 kJ/mol
Molecular weight: 218.3 g/mol
Charge: 0
LUMO: 0.0086 Ha

Geometry as XYZ:
```
23
Properties=species:S:1:pos:R:3:mulliken_charge:R:1
C -1.590 -0.114 -0.262 0.316
C 1.379 1.262 0.057 -0.231
C -0.661 0.305 0.958 -0.285
C 1.650 -0.248 0.169 0.181
C 0.333 -0.819 0.704 0.216
C -0.356 2.763 0.946 -1.009
C -0.973 -2.245 -1.527 -0.880
N 0.127 1.445 0.540 0.078
N -0.840 -1.091 -0.699 0.010
O -2.543 0.382 -0.790 -0.667
O 2.201 2.069 -0.317 -0.625
S 2.201 -0.879 -1.435 -0.271
S 0.697 -2.176 1.710 -0.207
H -1.095 0.453 1.909 0.672
H 2.407 -0.333 0.955 0.443
H -1.179 3.149 0.253 0.303
H -0.846 2.870 1.973 0.308
H 0.430 3.528 0.780 0.356
H -1.532 -3.153 -1.041 0.274
H -1.560 -2.113 -2.464 0.339
H -0.043 -2.586 -1.851 0.309
H 2.273 0.458 -2.112 0.214
H -0.482 -2.928 1.543 0.154
```

(3)
The following is a quantum chemistry calculation of a 2-piece molecular cluster, C18H25F3NO6S2 overall, from OMol25.

Computed properties:
2S+1: 1
Energy above the lowest of the compared OMol25 structures with the same formula, charge and spin: 3.5 kJ/mol
Molecular weight: 472.5 g/mol
Charge: -1
LUMO: 0.0394 Ha

Geometry as XYZ:
```
55
Properties=species:S:1:pos:R:3:mulliken_charge:R:1
C 3.891 1.941 5.436 -1.190
C 3.818 0.731 4.559 -0.306
O 2.428 0.726 4.110 0.006
C 2.225 -0.213 3.174 -1.635
C 1.070 0.132 2.190 3.886
C 0.271 -1.866 5.096 0.893
C 0.375 -1.091 6.315 -0.965
C 0.759 -3.228 4.957 -1.278
C 0.195 1.113 3.033 -0.699
O 0.434 2.298 3.141 -0.613
O -0.845 0.518 3.640 -0.106
C -1.919 1.384 4.121 -0.371
C -1.539 2.079 5.388 -1.230
O 2.913 -1.223 3.150 -0.643
H 4.920 2.295 5.497 0.380
H 3.221 2.729 5.072 0.279
H 3.571 1.668 6.441 0.312
H 4.450 0.813 3.675 0.344
H 4.039 -0.213 5.064 0.301
H -0.268 -1.455 4.252 0.110
H -0.167 -0.137 6.255 -0.132
H -0.045 -1.685 7.143 0.472
H 1.419 -0.878 6.594 0.129
H 0.154 -3.737 4.191 0.192
H 1.808 -3.290 4.646 0.124
H 0.666 -3.757 5.919 0.490
H -2.106 2.097 3.315 0.410
H -2.791 0.730 4.220 0.311
H -2.338 2.780 5.630 0.452
H -1.434 1.362 6.205 0.268
H -0.620 2.645 5.221 0.271
C -2.086 -1.237 -2.314 -0.608
N -2.583 -2.300 -1.510 -0.591
S 1.847 1.003 1.030 -0.508
C 0.490 1.877 0.169 0.905
F -0.750 1.501 0.576 -0.141
F 0.603 3.207 0.354 -0.261
F 0.579 1.600 -1.167 -0.251
S -3.161 -2.068 -0.059 1.312
C -1.626 -2.333 0.842 -0.488
C -0.871 -3.455 0.518 -0.357
C 0.449 -3.529 0.984 -0.914
C 1.030 -2.421 1.559 -0.728
C 0.346 -1.122 1.509 -0.251
C -1.098 -1.327 1.644 -0.065
O -3.568 -0.711 0.234 -0.701
O -4.047 -3.145 0.313 -0.765
H -2.789 -0.387 -2.375 0.248
H -1.076 -0.874 -2.034 0.086
H -1.996 -1.669 -3.320 0.306
H -1.312 -4.256 -0.059 0.429
H 1.025 -4.448 0.870 0.421
H 2.056 -2.438 1.904 0.595
H 0.414 -0.830 0.435 0.417
H -1.721 -0.579 2.113 0.447
```

(4)
The following is a quantum chemistry calculation of a 2-piece molecular cluster, C3H13N2O overall, from OMol25.

Computed properties:
2S+1: 1
Energy above the lowest of the compared OMol25 structures with the same formula, charge and spin: 130.8 kJ/mol
Molecular weight: 93.1 g/mol
Charge: +1
LUMO: -0.1390 Ha

Geometry as XYZ:
```
19
Properties=species:S:1:pos:R:3:mulliken_charge:R:1
N -1.071 1.753 -0.132 -0.577
C -1.700 0.841 -1.063 -0.366
O -2.444 1.579 -2.021 -0.526
H -0.438 2.313 -0.696 0.244
H -1.815 2.416 0.085 0.294
H -0.971 0.205 -1.570 0.307
H -2.389 0.202 -0.498 0.337
H -2.731 0.993 -2.728 0.298
C 1.072 -0.358 0.418 -0.987
C 2.120 -1.441 0.629 -0.480
N 1.871 -2.100 1.992 -0.345
H 1.106 -0.070 -0.629 0.279
H 0.064 -0.679 0.666 0.424
H 1.336 0.519 1.009 0.342
H 1.997 -2.235 -0.107 0.354
H 3.161 -1.135 0.653 0.343
H 2.087 -1.467 2.760 0.353
H 2.458 -2.933 2.081 0.358
H 0.905 -2.391 2.096 0.345
```

(5)
The following is a quantum chemistry calculation of C39H29Cl3N2O2SiZn as an isolated structure, from OMol25.

Computed properties:
2S+1: 1
Energy above the lowest of the compared OMol25 structures with the same formula, charge and spin: 0.0 kJ/mol
Molecular weight: 757.5 g/mol
Charge: -2
LUMO (alpha / beta): 0.1607 / 0.1611 Ha

Geometry as XYZ:
```
77
Properties=species:S:1:pos:R:3:mulliken_charge:R:1
Zn -0.116 0.727 0.501 -0.335
C 0.882 3.898 1.686 -0.721
O -0.115 3.143 1.050 -0.028
C -1.152 3.765 0.449 0.597
C -1.531 5.072 0.589 -0.578
C -2.889 5.418 0.600 -0.732
C -3.808 4.603 -0.099 -0.423
C -3.358 3.397 -0.590 -0.717
C -2.147 2.889 -0.094 0.638
N -2.039 1.555 0.065 0.299
N -3.169 0.877 -0.016 -0.721
C -3.327 -0.146 0.836 0.483
C -2.342 -0.639 1.786 0.075
O -1.049 -0.310 1.755 -0.383
C -2.836 -1.328 2.891 -0.726
C -4.137 -1.683 3.074 -1.171
C -5.084 -1.449 2.018 0.770
C -6.406 -1.964 2.028 -0.752
C -7.218 -1.904 0.902 -0.468
C -6.715 -1.268 -0.321 -0.619
C -5.468 -0.678 -0.281 -0.275
C -4.619 -0.783 0.822 0.478
H 1.695 3.262 2.033 0.071
H 0.457 4.438 2.578 0.336
H 1.409 4.638 0.993 0.261
H -0.835 5.877 0.794 0.428
H -3.281 6.343 1.038 0.323
H -4.812 4.956 -0.298 0.383
H -4.017 2.688 -1.166 0.278
H -2.158 -1.523 3.636 0.553
H -4.475 -2.217 3.928 0.316
H -6.690 -2.354 3.009 0.286
H -8.205 -2.405 0.833 0.287
H -7.386 -1.270 -1.208 0.318
H -5.159 -0.125 -1.186 0.341
Cl 2.014 3.692 -1.713 -0.271
Si 2.054 1.929 -2.716 0.518
Cl 0.590 2.058 -4.206 -0.377
Cl 3.883 1.939 -3.769 -0.384
C 1.767 0.444 -1.657 1.463
C 1.553 -0.954 -1.888 -1.967
C 1.427 -1.773 -3.023 1.360
C 0.470 -2.810 -3.095 -0.246
C 0.281 -3.533 -4.223 -0.628
C 0.933 -3.157 -5.435 -0.508
C 1.932 -2.173 -5.388 -0.898
C 2.199 -1.533 -4.187 -0.266
H 0.028 -3.111 -2.075 0.147
H -0.484 -4.292 -4.241 0.369
H 0.747 -3.699 -6.351 0.368
H 2.628 -2.088 -6.179 0.380
H 2.998 -0.794 -4.066 0.379
C 4.655 -3.848 1.293 -0.656
C 4.733 -3.330 0.008 -0.640
C 3.733 -2.520 -0.542 0.004
C 2.576 -2.260 0.170 -0.359
C 2.412 -2.867 1.477 -0.021
C 3.434 -3.644 2.021 -0.676
C 1.535 -1.335 -0.379 -0.125
C 1.730 0.266 -0.173 -1.013
C 2.694 0.740 0.821 1.794
C 2.530 0.488 2.204 -0.234
C 3.459 0.826 3.154 -0.560
C 4.606 1.474 2.769 -0.636
C 4.834 1.739 1.378 -0.539
C 3.902 1.434 0.444 -0.725
H 5.430 -4.499 1.657 0.384
H 5.627 -3.505 -0.630 0.294
H 3.931 -2.116 -1.553 0.264
H 1.443 -2.778 2.007 0.365
H 3.199 -4.224 2.889 0.395
H 0.529 -1.664 -0.042 1.147
H 1.659 -0.101 2.496 0.109
H 3.224 0.575 4.211 0.300
H 5.375 1.782 3.470 0.342
H 5.770 2.157 1.057 0.420
H 4.059 1.569 -0.633 0.054
```

(6)
The following is a quantum chemistry calculation of C2H4IPS as an isolated structure, from OMol25.

Computed properties:
2S+1: 1
Energy above the lowest of the compared OMol25 structures with the same formula, charge and spin: 168.8 kJ/mol
Molecular weight: 218.0 g/mol
Charge: 0
LUMO: -0.0168 Ha

Geometry as XYZ:
```
9
Properties=species:S:1:pos:R:3:mulliken_charge:R:1
C 0.944 -1.307 0.696 -0.477
C -0.210 0.851 -0.927 -0.641
P 1.066 0.402 0.392 0.101
S -1.807 1.381 -0.110 -0.225
I 2.387 -1.956 1.992 0.050
H 0.290 -2.036 0.381 0.407
H 0.107 1.899 -1.141 0.217
H -0.347 0.367 -1.856 0.443
H -2.430 0.399 0.573 0.125
```

(7)
The following is a quantum chemistry calculation of C13H13ClN4O3PtS as an isolated structure, from OMol25.

Computed properties:
2S+1: 1
Energy above the lowest of the compared OMol25 structures with the same formula, charge and spin: 63.4 kJ/mol
Molecular weight: 535.9 g/mol
Charge: +2
LUMO (alpha / beta): -0.3706 / -0.3706 Ha

Geometry as XYZ:
```
36
Properties=species:S:1:pos:R:3:mulliken_charge:R:1
Pt 0.414 1.217 0.206 0.979
C 5.003 1.693 0.516 -0.871
C 3.559 1.523 0.394 0.653
N 2.427 1.391 0.312 -0.346
H 5.400 2.138 -0.395 0.320
H 5.470 0.723 0.683 0.316
H 5.221 2.347 1.361 0.318
Cl -0.339 -2.216 5.792 -0.159
C -0.923 -1.449 4.364 0.350
C -1.934 -2.045 3.626 -0.651
C -2.429 -1.409 2.498 -0.628
C -1.879 -0.206 2.072 0.148
C -0.905 0.407 2.860 0.139
C -0.410 -0.214 3.996 -0.931
C -2.381 0.362 0.797 0.455
O -3.495 0.215 0.384 -0.542
O -1.500 1.007 -0.038 -0.649
H -2.334 -2.999 3.940 0.448
H -3.238 -1.850 1.931 0.508
H -0.562 1.416 2.643 0.588
H 0.346 0.256 4.609 0.443
O -0.703 3.736 -0.480 0.062
N -0.034 3.111 0.123 0.269
C 1.444 -0.679 -3.738 -0.781
N 0.018 -0.691 -3.385 0.198
C -1.016 -0.669 -4.279 -0.081
C -2.177 -0.687 -3.562 -0.532
N -1.816 -0.727 -2.253 0.173
C -0.477 -0.723 -2.134 0.132
S 0.397 -0.941 -0.665 -0.334
H 1.527 -0.650 -4.819 0.319
H 1.927 -1.575 -3.357 0.345
H 1.916 0.201 -3.310 0.305
H -0.858 -0.648 -5.344 0.444
H -3.203 -0.671 -3.886 0.457
H -2.454 -0.695 -1.463 0.139
```

(8)
The following is a quantum chemistry calculation of a 2-piece molecular cluster, FH3OP2 overall, from OMol25.

Computed properties:
2S+1: 1
Energy above the lowest of the compared OMol25 structures with the same formula, charge and spin: 412.7 kJ/mol
Molecular weight: 100.0 g/mol
Charge: 0
LUMO (alpha / beta): -0.0538 / -0.0502 Ha

Geometry as XYZ:
```
7
Properties=species:S:1:pos:R:3:mulliken_charge:R:1
O 1.418 0.284 -0.762 -0.493
F -2.514 0.072 0.486 -0.315
P 0.214 0.812 0.309 0.092
P -1.261 -0.675 -0.426 0.302
H 1.569 -0.666 -0.600 0.323
H -0.243 1.694 -0.716 0.078
H 0.817 -1.520 1.709 0.013
```

| no. | E_tot (eV) |
| --- | --- |
| 1 | -359803.3264 |
| 2 | -36164.6565 |
| 3 | -62663.4447 |
| 4 | -8342.6265 |
| 5 | -141853.0900 |
| 6 | -30361.4329 |
| 7 | -52381.0189 |
| 8 | -23387.4855 |